# 1
Density functional theory data (wB97M-V/def2-TZVPD) for a cluster of 9 separate species, C40H76F6N2O26P in total.

The geometry in XYZ format:
```
151
Properties=species:S:1:pos:R:3:forces:R:3
C 2.642 2.185 -3.276 -0.838 -0.251 0.052
C 2.463 1.987 -4.924 -0.393 0.109 0.821
C 1.079 2.750 -5.374 -0.497 -0.001 0.957
C -0.179 1.773 -4.869 2.129 -0.663 0.238
N -1.524 2.384 -5.192 -1.350 0.149 1.994
P -2.806 1.906 -4.055 1.578 1.145 -1.491
N -2.902 0.173 -3.680 1.940 1.328 -1.253
C -2.074 -0.235 -2.484 6.883 -2.869 3.426
O -0.760 -0.469 -2.459 -10.157 2.211 -0.861
F -2.838 -0.448 -1.198 2.138 1.179 -5.293
C -2.707 -0.722 -4.878 -1.241 -9.899 -0.584
O -2.940 -2.049 -4.684 1.994 10.483 -1.367
F -2.343 -0.318 -6.253 -1.309 -0.037 5.201
C -2.603 3.018 -2.485 0.563 0.259 4.536
F -1.345 2.758 -1.733 -3.762 0.252 -2.473
F -3.737 2.704 -1.579 3.187 0.887 -3.073
C -2.629 4.631 -2.813 -0.446 2.060 0.584
F -3.296 5.385 -1.702 2.618 -2.759 -3.510
F -1.247 5.181 -3.052 -4.618 -2.153 0.804
H 1.696 2.785 -2.869 2.106 -1.093 -0.772
H 2.585 1.128 -2.731 0.467 2.373 -1.153
H 3.610 2.787 -2.990 -1.970 -1.391 -0.570
H 3.404 2.426 -5.490 -2.158 -1.081 1.070
H 2.316 0.831 -5.114 0.594 2.421 0.053
H 1.016 3.031 -6.509 0.036 -0.765 2.139
H 0.974 3.733 -4.708 0.286 -1.892 -1.602
H -0.083 1.722 -3.704 0.200 -0.350 -2.222
H -0.089 0.707 -5.395 -0.290 2.362 1.303
H -1.375 3.433 -5.104 -0.612 -1.265 -0.237
H -4.097 2.303 -4.633 1.177 -0.547 0.644
H -3.330 4.772 -3.755 1.752 0.270 1.836
C -1.863 -0.425 5.539 0.113 0.336 -0.088
C -2.517 -1.260 4.452 0.497 -0.364 0.633
O -3.352 -0.450 3.613 0.339 0.778 -1.229
C -2.702 0.322 2.708 0.427 -0.261 0.610
O -1.492 0.380 2.547 -1.621 -0.044 -0.012
O -3.626 1.046 2.029 0.588 -0.550 0.320
C -3.063 1.978 1.109 0.023 0.300 -0.140
H -2.617 0.132 6.104 0.010 -0.211 0.010
H -1.299 -1.059 6.228 -0.110 0.039 -0.082
H -1.175 0.315 5.115 -0.031 -0.237 -0.002
H -3.167 -2.009 4.916 -0.121 0.281 -0.313
H -1.776 -1.802 3.855 -0.103 0.252 -0.034
H -2.366 1.489 0.421 -0.004 0.072 0.312
H -2.563 2.783 1.657 0.103 -0.154 -0.145
H -3.877 2.412 0.523 -0.001 -0.297 0.549
C -0.570 -2.618 -0.177 -0.144 -0.280 -0.146
C 0.643 -2.699 0.735 -0.084 0.593 -0.364
O 0.604 -3.886 1.538 0.370 -0.960 -0.202
C 0.935 -5.037 0.903 -0.050 -0.096 -0.851
O 1.261 -5.143 -0.271 -0.416 0.224 1.756
O 0.812 -6.058 1.786 0.009 0.870 -1.753
C 1.036 -7.344 1.213 0.120 -0.629 -0.256
H -1.494 -2.707 0.403 0.096 0.134 0.056
H -0.582 -1.671 -0.722 0.127 -0.304 0.397
H -0.575 -3.434 -0.908 0.131 0.113 0.068
H 0.631 -1.849 1.425 0.052 -0.385 0.110
H 1.580 -2.643 0.170 -0.164 -0.215 0.094
H 2.000 -7.387 0.695 -0.278 0.104 0.019
H 0.219 -7.591 0.528 0.235 0.065 -0.002
H 1.046 -8.080 2.020 -0.059 0.360 0.058
C -4.218 -4.214 -3.043 -0.170 -0.401 -0.115
C -5.023 -3.456 -2.002 0.549 -0.232 -0.032
O -6.427 -3.530 -2.282 -0.516 -0.483 0.303
C -7.027 -4.705 -1.972 0.191 -0.794 0.119
O -6.483 -5.683 -1.479 -0.794 1.607 -0.695
O -8.331 -4.622 -2.332 1.179 0.238 0.323
C -9.056 -5.836 -2.149 -0.410 -0.550 0.088
H -4.467 -3.867 -4.050 0.072 0.049 0.187
H -3.146 -4.081 -2.875 -0.094 0.019 -0.009
H -4.438 -5.286 -3.014 0.054 0.210 0.163
H -4.748 -2.396 -2.037 -0.392 -0.058 -0.008
H -4.811 -3.810 -0.987 -0.168 -0.081 -0.190
H -8.956 -6.211 -1.125 0.133 0.047 -0.264
H -8.712 -6.585 -2.870 0.019 0.051 0.247
H -10.114 -5.634 -2.338 0.300 0.247 -0.038
C -2.673 4.193 6.165 0.100 0.219 0.279
C -1.623 3.643 5.215 -0.547 -0.332 0.309
O -0.633 4.635 4.911 0.876 0.169 0.365
C 0.285 4.865 5.881 -0.099 -0.207 0.814
O 0.341 4.305 6.967 -0.046 0.800 -1.779
O 1.116 5.847 5.453 -0.740 -0.850 0.034
C 2.073 6.255 6.428 0.493 0.227 0.426
H -3.106 5.116 5.768 -0.020 -0.186 -0.086
H -3.471 3.463 6.324 0.076 0.055 -0.073
H -2.238 4.441 7.139 -0.019 -0.178 -0.180
H -2.102 3.373 4.267 0.312 0.231 -0.013
H -1.154 2.734 5.609 0.068 0.281 0.040
H 2.641 5.402 6.812 -0.262 0.142 -0.009
H 1.568 6.782 7.244 0.110 -0.224 -0.048
H 2.772 6.946 5.950 -0.308 -0.158 -0.155
C 6.567 -1.413 3.160 -0.149 0.215 0.282
C 6.032 -1.269 1.745 0.755 -0.144 0.186
O 4.609 -1.094 1.748 -0.678 0.988 0.001
C 4.170 0.140 2.100 0.653 0.256 0.376
O 4.871 1.095 2.402 -1.120 -1.375 -0.575
O 2.815 0.125 2.089 0.944 -0.131 -0.205
C 2.223 1.342 2.540 -0.361 0.494 0.170
H 6.043 -2.214 3.690 0.126 -0.027 -0.172
H 7.638 -1.635 3.148 -0.125 -0.015 -0.047
H 6.414 -0.497 3.739 0.091 -0.092 -0.207
H 6.236 -2.190 1.188 -0.389 0.170 0.034
H 6.523 -0.451 1.206 -0.233 0.008 0.177
H 2.610 2.203 1.986 0.098 -0.184 0.207
H 2.399 1.463 3.614 0.082 0.111 -0.212
H 1.145 1.280 2.370 0.199 -0.303 -0.031
C 1.897 -9.775 7.544 -0.285 -0.017 -0.252
C 2.584 -8.456 7.852 -0.145 -0.488 0.470
O 2.787 -7.690 6.657 -0.658 0.728 -0.426
C 1.688 -7.068 6.164 -0.469 -0.255 0.185
O 0.565 -7.099 6.646 1.639 0.128 -0.658
O 2.041 -6.425 5.023 -0.075 -0.537 1.116
C 0.947 -5.810 4.348 -0.300 0.601 0.096
H 2.448 -10.327 6.776 0.078 0.044 0.192
H 1.824 -10.392 8.443 0.064 0.077 -0.078
H 0.885 -9.617 7.155 0.152 0.059 0.181
H 3.576 -8.656 8.272 -0.067 0.251 -0.332
H 2.030 -7.873 8.596 -0.031 -0.018 -0.289
H 0.390 -5.144 5.015 0.034 -0.291 0.055
H 0.288 -6.579 3.932 0.058 0.253 0.306
H 1.347 -5.214 3.524 0.134 -0.323 0.816
C -0.203 6.660 1.690 -0.302 -0.066 -0.190
C 0.484 7.980 1.998 -0.142 -0.495 0.511
O 0.687 8.745 0.803 -0.704 0.776 -0.524
C -0.412 9.368 0.310 -0.462 -0.300 0.328
O -1.535 9.336 0.793 1.633 0.107 -0.724
O -0.059 10.010 -0.831 -0.110 -0.467 0.886
C -1.153 10.626 -1.506 -0.357 0.324 -0.267
H 0.348 6.109 0.923 0.118 0.041 0.153
H -0.276 6.043 2.590 0.080 0.083 -0.041
H -1.215 6.818 1.301 0.120 0.091 0.160
H 1.476 7.780 2.418 -0.086 0.237 -0.323
H -0.070 8.562 2.743 -0.026 -0.039 -0.288
H -1.710 11.292 -0.838 0.056 -0.283 -0.080
H -1.812 9.857 -1.922 -0.026 0.151 0.185
H -0.753 11.222 -2.330 0.197 -0.219 0.240
C 6.566 -0.300 -9.863 -0.129 -0.333 -0.132
C 5.761 0.458 -8.821 0.805 -0.047 -0.032
O 4.357 0.384 -9.102 -0.870 -0.746 0.399
C 3.757 -0.792 -8.792 0.716 -0.504 0.033
O 4.300 -1.769 -8.298 -0.949 1.529 -0.631
O 2.452 -0.708 -9.151 0.836 0.178 0.352
C 1.727 -1.923 -8.969 -0.307 -0.463 0.039
H 6.317 0.047 -10.870 0.095 0.119 0.156
H 7.638 -0.167 -9.695 -0.129 0.043 -0.004
H 6.346 -1.373 -9.834 0.070 0.197 0.134
H 6.035 1.518 -8.857 -0.399 -0.133 -0.038
H 5.973 0.104 -7.807 -0.189 -0.109 -0.192
H 1.828 -2.297 -7.945 0.158 0.007 -0.243
H 2.071 -2.671 -9.690 -0.002 0.041 0.268
H 0.670 -1.720 -9.158 0.271 0.239 -0.073
```
Forces are in eV/Å.

Computed properties:
* charge: +1
* HOMO-LUMO gap: 6.06 eV
* 2S+1: 1
* LUMO energy: -0.20786 Eh

---

# 2
Density functional theory data (wB97M-V/def2-TZVPD) for a cluster of 11 separate species, C40H80N3O13PS13 in total.

The geometry in XYZ format:
```
150
Properties=species:S:1:pos:R:3:forces:R:3
O 1.997 -2.641 5.126 0.332 -0.847 0.206
C 1.440 -1.603 5.323 0.131 0.064 -0.373
O 0.142 -1.549 5.692 -0.119 0.857 0.651
C 2.142 -0.291 5.161 0.029 0.204 -0.294
C 3.176 -0.326 4.028 -0.603 -0.490 0.334
C 2.639 -0.860 2.679 0.106 0.977 -0.203
C 2.489 0.236 1.645 0.273 -0.280 -0.096
C 3.536 0.469 0.756 0.080 0.320 -0.207
C 3.479 1.472 -0.204 -0.233 -0.533 0.642
C 2.344 2.257 -0.288 -0.073 0.460 -0.802
C 2.237 3.380 -1.291 0.184 -0.279 0.268
C 2.290 4.745 -0.616 -0.191 0.118 -0.122
S 3.787 4.983 0.393 0.410 -0.196 -0.239
C 3.127 5.136 1.988 -0.419 0.771 0.292
N 2.970 6.269 2.601 0.151 -0.261 -0.207
N 2.470 5.986 3.855 -0.046 -0.352 0.080
C 2.348 4.702 3.900 -0.059 0.985 0.303
O 2.728 4.091 2.777 0.257 -0.419 -0.360
C 1.299 2.039 0.597 -0.844 -0.277 0.457
C 1.344 1.038 1.572 0.763 -0.150 -0.060
N 0.301 0.803 2.507 0.036 0.281 -0.415
C -1.032 0.981 2.034 -0.325 -0.464 0.648
C -2.007 0.128 2.543 0.212 0.062 -0.120
C -3.325 0.253 2.169 -0.899 0.186 -0.030
C -3.715 1.231 1.269 1.045 0.212 0.072
C -2.728 2.074 0.747 -0.537 0.429 -0.700
P -3.332 3.321 -0.435 -0.459 0.080 0.517
S -4.297 4.815 0.392 0.169 0.276 0.140
C -1.400 1.969 1.135 0.586 -0.047 -0.155
S -0.138 3.084 0.530 -0.323 -0.166 0.176
H -0.004 -2.170 6.416 -0.187 -0.438 -0.363
H 1.427 0.520 5.070 -0.130 0.068 0.036
H 2.690 -0.151 6.094 -0.114 0.165 0.201
H 3.589 0.675 3.933 0.193 0.039 -0.168
H 3.954 -1.004 4.365 0.277 0.072 0.000
H 3.372 -1.568 2.309 -0.091 -0.267 -0.166
H 1.671 -1.339 2.785 -0.005 -0.243 0.179
H 4.446 -0.114 0.806 -0.039 -0.214 0.161
H 4.331 1.618 -0.848 0.040 0.211 -0.199
H 1.316 3.274 -1.866 -0.249 0.172 0.080
H 3.039 3.337 -2.021 0.265 -0.042 0.066
H 2.263 5.510 -1.385 0.188 0.226 0.042
H 1.447 4.930 0.042 -0.088 0.000 -0.017
H 1.988 4.169 4.758 -0.053 -0.435 -0.097
H 0.462 1.276 3.385 -0.040 0.029 0.059
H -1.746 -0.651 3.241 0.233 -0.083 0.068
H -4.085 -0.384 2.586 0.001 -0.239 0.072
H -4.740 1.374 0.965 -0.172 -0.163 -0.004
H -2.223 3.693 -1.195 -0.026 -0.249 -0.053
H -4.216 2.590 -1.250 0.478 -0.034 -0.080
C 3.463 -5.401 5.690 -0.004 -0.062 -0.101
S 4.601 -6.101 6.886 -0.010 0.037 0.050
O 5.718 -6.727 6.117 -0.008 -0.088 -0.041
C 3.536 -7.437 7.420 -0.168 0.166 0.084
H 3.953 -4.563 5.200 0.008 0.026 0.045
H 3.200 -6.157 4.950 0.044 -0.050 0.039
H 2.571 -5.043 6.202 0.017 0.044 0.008
H 3.275 -8.058 6.568 0.039 -0.043 -0.010
H 2.638 -7.031 7.887 0.050 0.090 0.006
H 4.085 -8.034 8.142 0.028 -0.040 -0.033
C -8.797 0.187 4.071 0.014 -0.077 0.153
S -7.495 0.862 3.031 -0.215 0.341 -0.235
O -6.507 -0.216 2.791 0.108 -0.199 0.131
C -6.806 1.967 4.268 0.078 -0.022 0.132
H -9.330 -0.565 3.494 0.032 0.014 -0.049
H -8.359 -0.272 4.959 0.033 0.001 -0.022
H -9.482 0.986 4.354 0.006 0.017 -0.027
H -6.501 1.393 5.144 0.001 -0.037 -0.030
H -7.551 2.714 4.540 -0.009 0.004 -0.040
H -5.939 2.458 3.829 -0.020 -0.016 -0.068
C -0.052 6.343 -4.157 0.004 0.047 -0.099
S -0.602 5.638 -2.600 0.109 0.151 0.048
O -1.712 4.698 -2.916 0.021 0.024 -0.291
C -1.345 7.137 -1.954 -0.064 0.071 0.061
H 0.412 5.550 -4.741 0.001 -0.033 0.042
H -0.908 6.747 -4.697 -0.034 -0.023 0.039
H 0.680 7.127 -3.960 0.012 -0.018 0.021
H -2.116 7.487 -2.641 -0.007 -0.056 -0.019
H -0.573 7.895 -1.824 0.030 -0.033 0.005
H -1.793 6.899 -0.990 -0.023 -0.075 -0.012
C -3.985 -5.136 1.938 -0.050 -0.071 -0.100
S -2.717 -4.146 2.739 0.004 -0.070 0.090
O -3.177 -2.736 2.694 0.049 -0.050 -0.020
C -1.483 -4.338 1.445 0.062 -0.020 -0.104
H -4.872 -5.113 2.567 0.024 0.042 0.037
H -4.216 -4.712 0.961 0.021 0.053 0.022
H -3.633 -6.163 1.837 0.009 0.001 0.024
H -1.886 -3.970 0.501 -0.053 0.019 0.030
H -1.207 -5.389 1.360 0.006 0.000 0.025
H -0.610 -3.752 1.727 -0.026 0.015 0.052
C -6.437 2.688 -4.501 0.038 0.071 0.098
S -5.665 1.340 -3.598 -0.056 -0.098 -0.334
O -5.593 1.760 -2.170 -0.267 -0.086 -0.008
C -4.026 1.552 -4.284 0.175 0.124 0.088
H -7.474 2.761 -4.182 0.001 -0.064 0.036
H -5.919 3.622 -4.280 0.041 -0.031 0.027
H -6.397 2.479 -5.569 0.026 -0.025 0.003
H -3.678 2.564 -4.069 -0.030 0.025 -0.004
H -4.048 1.380 -5.361 -0.071 -0.033 0.024
H -3.370 0.824 -3.806 -0.065 -0.003 -0.064
C 4.517 1.831 -3.990 -0.142 0.017 0.002
S 5.707 2.873 -3.133 0.009 -0.107 0.047
O 5.200 4.271 -3.209 -0.097 -0.004 -0.021
C 7.023 2.715 -4.339 0.165 0.170 -0.006
H 3.595 1.828 -3.410 0.046 0.031 0.062
H 4.326 2.230 -4.985 0.080 0.006 -0.016
H 4.907 0.818 -4.062 0.058 0.012 -0.020
H 6.675 3.061 -5.311 -0.060 -0.047 -0.001
H 7.335 1.676 -4.401 -0.051 -0.029 -0.003
H 7.856 3.332 -4.004 -0.069 0.037 0.097
C -0.841 -1.546 -1.021 -0.050 -0.113 0.060
S -0.834 -0.338 -2.348 0.181 0.417 0.372
O -1.986 -0.638 -3.236 0.036 -0.315 -0.128
C 0.654 -0.943 -3.154 0.051 -0.126 -0.078
H -1.727 -1.368 -0.412 0.004 0.073 -0.002
H -0.874 -2.552 -1.443 -0.004 0.023 -0.053
H 0.054 -1.413 -0.410 -0.009 0.061 0.000
H 0.520 -1.987 -3.438 -0.035 0.002 0.004
H 1.499 -0.837 -2.471 -0.029 0.042 0.028
H 0.823 -0.338 -4.043 -0.044 0.035 0.013
C 5.414 -1.817 -7.131 -0.054 -0.052 -0.078
S 6.609 -0.799 -6.259 0.021 -0.073 -0.019
O 6.110 0.603 -6.312 0.006 -0.134 -0.157
C 7.914 -0.940 -7.485 0.054 -0.014 -0.093
H 4.495 -1.828 -6.548 0.023 0.029 0.039
H 5.221 -1.391 -8.115 0.025 0.046 0.017
H 5.801 -2.832 -7.222 0.008 0.001 0.026
H 7.552 -0.573 -8.445 -0.043 0.023 0.027
H 8.223 -1.982 -7.565 0.000 -0.002 0.027
H 8.754 -0.334 -7.152 -0.025 0.012 0.046
C 6.636 -10.169 6.180 0.127 0.066 0.065
S 4.978 -10.578 5.638 0.062 0.065 -0.127
O 4.064 -10.258 6.769 -0.004 -0.244 0.035
C 5.194 -12.362 5.627 0.047 -0.094 0.053
H 6.688 -9.085 6.286 -0.093 0.019 -0.051
H 6.836 -10.649 7.139 -0.060 -0.032 -0.007
H 7.354 -10.500 5.429 -0.018 0.001 -0.022
H 5.488 -12.701 6.621 -0.010 0.045 0.016
H 5.954 -12.629 4.892 -0.006 0.020 -0.015
H 4.244 -12.814 5.351 -0.022 0.049 -0.006
C -9.894 5.179 -6.470 -0.074 0.090 -0.024
S -8.660 3.913 -6.793 -0.184 -0.012 0.008
O -7.545 4.559 -7.530 0.019 0.000 -0.035
C -9.641 3.007 -7.997 -0.071 -0.011 -0.091
H -9.468 5.888 -5.763 0.046 -0.031 0.007
H -10.145 5.692 -7.399 0.045 -0.020 -0.019
H -10.781 4.718 -6.035 0.020 -0.017 0.017
H -9.909 3.667 -8.823 0.039 0.030 0.016
H -10.537 2.617 -7.514 0.017 -0.007 0.022
H -9.037 2.182 -8.368 0.039 0.012 0.032
```
Forces are in eV/Å.

Computed properties:
* HOMO-LUMO gap: 7.44 eV
* 2S+1: 1
* LUMO energy: 0.00441 Eh

---

Question: Among the records above, which one has the lowest HOMO-LUMO gap?
Answer: C40H76F6N2O26P